{"formula": "C47H54ClCrN8O4STe", "method": "the ωB97M-V functional and the def2-TZVPD basis", "e_lumo_ev": [1.8838, 2.1241], "charge": -1, "homo_energy_ev": [-2.15, -4.33], "e_tot_ha": -4733.3230, "e_above_lowest_kj_mol": 167.23, "s2": 6.110, "spin_multiplicity": 5, "gap_ev": [4.04, 6.45], "elements": ["Cr", "C", "N", "C", "C", "C", "C", "C", "N", "C", "C", "C", "C", "C", "C", "H", "H", "H", "H", "H", "H", "H", "H", "H", "H", "H", "O", "C", "O", "C", "C", "C", "C", "C", "C", "C", "C", "C", "N", "H", "H", "H", "H", "H", "H", "C", "C", "C", "C", "C", "O", "C", "C", "C", "C", "C", "C", "Cl", "C", "C", "C", "N", "C", "N", "C", "N", "H", "H", "H", "H", "H", "H", "H", "H", "H", "H", "H", "H", "H", "H", "H", "H", "H", "H", "H", "H", "H", "H", "C", "N", "C", "C", "O", "N", "C", "C", "H", "H", "H", "H", "H", "H", "H", "H", "H", "H", "H", "H", "Te", "C", "C", "C", "C", "S", "H", "H", "H"], "xyz": [[4.17825, -18.37016, 7.96322], [4.67601, -21.40976, 8.57642], [4.56873, -20.33515, 7.57718], [4.90841, -20.61276, 6.32628], [4.96202, -19.49016, 5.47534], [5.07720, -19.28675, 4.03461], [5.00774, -17.89338, 3.81903], [4.87345, -17.30038, 5.07002], [4.95575, -18.25012, 6.08806], [5.73193, -22.48264, 8.21637], [5.47346, -23.81143, 8.48068], [6.53449, -24.69029, 8.53336], [7.81073, -24.33205, 8.12151], [8.08030, -22.97386, 7.79384], [7.01485, -22.07748, 7.88822], [3.71263, -21.95844, 8.59673], [4.83308, -20.95278, 9.53550], [5.14415, -21.66169, 6.05309], [4.97986, -20.04004, 3.25959], [5.07036, -17.37383, 2.85739], [4.80538, -16.24938, 5.28862], [4.48135, -24.11845, 8.75994], [6.43742, -25.71085, 8.88430], [8.64914, -25.02022, 7.98192], [9.07268, -22.61214, 7.53018], [7.16114, -20.98032, 7.69546], [7.49057, -16.91029, 9.83687], [6.42694, -17.10088, 9.27264], [6.03928, -18.30367, 8.94648], [5.52657, -15.95748, 8.87228], [5.96260, -14.64653, 9.04634], [5.13685, -13.66471, 8.55001], [3.88664, -13.92616, 8.00096], [2.92553, -12.85464, 7.57512], [1.68656, -13.19084, 7.18370], [1.34008, -14.57787, 6.97734], [2.24159, -15.56773, 7.31311], [3.50308, -15.28001, 7.90411], [4.36016, -16.28247, 8.32568], [6.81914, -14.32848, 9.62847], [5.56152, -12.63701, 8.49403], [3.20281, -11.81946, 7.77682], [0.88617, -12.42135, 7.06807], [0.36018, -14.84240, 6.61222], [1.95702, -16.63539, 7.15408], [10.07807, -22.57877, 12.42587], [10.43447, -21.63191, 13.59548], [10.11883, -22.38472, 14.97159], [11.96884, -21.56692, 13.50172], [9.74591, -20.19699, 13.47783], [10.36098, -19.30435, 14.44567], [10.00361, -19.51908, 12.05626], [9.28530, -19.99446, 10.73834], [10.17650, -20.09385, 9.54568], [9.75496, -19.41891, 8.38578], [10.59694, -19.37069, 7.25703], [11.93072, -19.77718, 7.32981], [13.00179, -19.44474, 6.00100], [12.33089, -20.47587, 8.47518], [11.50739, -20.56325, 9.60233], [8.28086, -20.09620, 13.92711], [7.30428, -20.99136, 13.27054], [6.31112, -20.66230, 12.34883], [5.38679, -21.60151, 12.34747], [5.78004, -22.45216, 13.32236], [6.94085, -22.15694, 13.87880], [10.53075, -23.58921, 12.66035], [10.45181, -22.28399, 11.46376], [8.98454, -22.70281, 12.30809], [10.77232, -23.24992, 15.11215], [9.08611, -22.80213, 14.92291], [10.25812, -21.72994, 15.82999], [12.39405, -22.56615, 13.46163], [12.37533, -21.08542, 14.35364], [12.33536, -21.06497, 12.60018], [11.34366, -19.34973, 14.55278], [11.09299, -19.43757, 11.85577], [9.66774, -18.46616, 12.12806], [8.47217, -19.24409, 10.52342], [8.78863, -20.95565, 10.89549], [8.76299, -18.95781, 8.37276], [10.23075, -18.97025, 6.31974], [13.37591, -20.84370, 8.50116], [11.85234, -21.12790, 10.47578], [7.99686, -19.07122, 13.73697], [8.22231, -20.26447, 15.00127], [6.36122, -19.81666, 11.62827], [5.20868, -23.35630, 13.51227], [1.19180, -16.37750, 11.64635], [2.24352, -17.37895, 11.59396], [3.56236, -16.87472, 11.89296], [2.20827, -18.41005, 10.72470], [3.27563, -18.64121, 10.02256], [1.17687, -19.26736, 10.70359], [1.07768, -20.22726, 9.62694], [0.31951, -19.44900, 11.89729], [1.42294, -15.48208, 11.02379], [1.13580, -15.98487, 12.65580], [0.21130, -16.80816, 11.40173], [3.54241, -16.19586, 12.75806], [4.12500, -16.48094, 11.02402], [4.15761, -17.76360, 12.22011], [2.01704, -20.78210, 9.55996], [0.91047, -19.84669, 8.64026], [0.29125, -20.93802, 9.90691], [0.72058, -18.89556, 12.76310], [0.26048, -20.50570, 12.12823], [-0.71208, -19.09827, 11.72375], [1.73726, -19.55119, 6.01829], [-0.01513, -18.45330, 5.86538], [-0.21361, -17.34603, 5.03699], [-1.49723, -16.81613, 5.06712], [-2.35298, -17.55275, 5.84916], [-1.54315, -18.75668, 6.69795], [0.60935, -16.92652, 4.45629], [-1.81250, -16.00093, 4.39765], [-3.44819, -17.52148, 5.97388]], "forces_ev_per_angstrom": [[1.4, 0.6, 0.6], [-0.6, -1.1, -1.8], [0.6, -1.0, -1.0], [-0.6, 0.2, 1.6], [1.1, 1.0, -2.8], [-0.7, 0.0, 1.6], [0.0, -0.8, 0.1], [0.7, -1.2, 1.4], [-1.3, 1.0, -1.3], [-0.4, 1.1, 1.1], [0.2, 0.2, 0.5], [0.9, -1.2, -0.5], [0.9, 1.7, -0.6], [-1.1, -0.6, 0.3], [0.9, 1.3, -0.4], [0.2, 0.4, 0.2], [0.3, 0.0, 0.5], [-0.2, 0.9, -0.1], [0.3, 0.0, 0.3], [-0.2, -0.3, 0.5], [0.0, 0.1, 0.2], [-0.2, -0.1, 0.1], [-0.5, -0.1, -0.2], [-0.5, -0.1, 0.5], [-0.2, -0.2, 0.0], [0.1, -1.2, 0.3], [0.8, 0.3, 0.6], [-0.5, 0.2, -0.4], [-1.9, -0.1, -0.7], [2.8, -0.2, 1.6], [-0.9, -0.5, 0.0], [1.5, 2.4, 0.0], [-2.2, 1.2, -1.1], [2.7, -1.5, 1.7], [-2.3, -1.1, -0.8], [0.6, 1.3, 0.5], [0.0, -1.0, 0.2], [-0.6, 0.2, -0.6], [-2.3, -1.1, -1.3], [0.3, -0.7, -0.4], [-0.7, -0.6, 0.3], [0.1, -0.2, -0.1], [0.8, -0.6, -0.2], [-0.1, 0.0, -0.1], [0.2, 0.8, 0.1], [-1.0, -1.2, 1.0], [0.1, -1.0, 0.2], [-0.9, 0.2, -1.4], [-0.3, 0.4, -0.7], [2.0, -0.2, -0.7], [0.5, 0.1, 0.4], [-0.2, 0.4, -0.1], [-1.0, 0.0, 1.1], [0.9, 1.6, -0.3], [0.7, -0.9, -0.5], [-0.1, 0.4, 0.2], [-1.3, -0.7, 0.9], [0.0, -0.3, 0.1], [1.3, 0.5, 0.0], [-0.7, -0.7, -0.8], [0.1, -0.7, -0.5], [-1.3, 0.5, -0.5], [1.0, -0.3, 0.2], [0.0, 0.8, -0.1], [0.7, -0.3, -0.5], [-0.5, 0.4, 0.2], [-0.6, 1.0, -0.3], [0.3, 0.3, -0.3], [0.5, -0.1, 0.1], [0.2, 0.2, -0.3], [0.6, 0.6, 0.3], [-0.2, 0.1, 0.0], [-0.1, -0.2, 0.1], [0.7, 0.5, 0.9], [-0.2, 0.1, 0.1], [-1.4, -0.4, -0.8], [-0.6, -0.3, 0.4], [0.3, -0.4, 0.5], [0.7, -0.8, 0.0], [0.0, 0.0, 0.0], [0.3, -0.2, -0.1], [0.0, 0.3, 0.1], [-0.8, 0.2, 0.1], [0.0, 0.4, -0.4], [-0.3, 0.2, -0.1], [0.0, -0.1, -0.1], [0.0, -0.6, 0.8], [0.4, 0.2, 0.3], [-0.3, 0.4, 0.0], [-0.5, 0.9, 0.4], [1.7, -1.1, 0.4], [2.7, -1.1, -1.9], [-2.0, 0.1, 0.2], [-0.7, 0.9, 0.9], [0.3, -1.4, 0.9], [-0.1, 0.7, -0.5], [-0.2, -0.8, -0.1], [-0.1, -0.1, 0.4], [0.4, 0.2, -0.2], [-0.2, 0.0, -0.5], [-0.6, 0.2, 0.4], [-0.2, 0.7, -0.2], [0.0, -0.1, 0.0], [-0.3, 0.7, -0.3], [0.1, 0.2, -0.3], [0.0, -0.3, -0.5], [0.1, -0.2, 0.1], [0.3, 0.0, -0.1], [0.5, 0.1, 0.5], [-1.1, 1.1, -0.2], [1.5, -0.9, 0.8], [-1.6, 0.3, -0.8], [-1.1, 0.7, 0.1], [1.4, -0.8, -0.4], [-0.3, -0.2, 0.1], [0.1, -0.4, 0.5], [0.8, 0.4, -0.2]]}